# 1
Molecular formula: C8H18N4OP
Method: DFT, ωB97M-V with the def2-TZVPD basis set

Positions of all 32 atoms, in Å:
C  1.2016  0.5340  0.0077
C  -3.9866  0.2913  0.4688
C  -3.1642  -1.0639  0.3142
C  -2.7016  -1.5995  1.7388
C  3.3388  0.0901  1.1830
C  2.3051  -1.6996  -0.1713
C  -0.5240  2.9091  -1.4102
C  2.5396  -0.1141  -0.1148
N  -3.1571  1.4267  0.0811
N  0.6087  0.9381  1.0298
N  -0.6560  1.4043  -1.2873
N  0.5743  0.7626  -1.2912
O  -1.9087  -0.7582  -0.3496
P  -1.8740  0.7661  -0.4562
H  -4.8405  0.1963  -0.2054
H  -4.3779  0.4300  1.5347
H  -3.6553  -2.0009  -0.1543
H  -1.7190  -1.2290  2.0353
H  -2.4544  -2.7583  1.6853
H  -3.3588  -1.4852  2.6129
H  3.4965  1.0552  1.2624
H  4.2780  -0.5033  0.9444
H  2.9546  -0.4394  2.0488
H  1.9210  -1.8934  0.8012
H  3.4339  -2.1953  -0.1168
H  1.7303  -2.2134  -0.9748
H  -0.6740  3.3485  -0.4380
H  0.4783  3.1823  -1.7524
H  -1.3092  3.3960  -2.0984
H  3.2265  0.1591  -0.9385
H  1.1796  0.7582  1.8717
H  0.7389  0.0703  -1.9556

Its spin multiplicity is 1. Its total charge is +1. The HOMO energy comes out at -13.82 eV. The gap between HOMO and LUMO comes out at 10.62 eV. The value obtained for the LUMO energy is -3.19 eV. Its energy above the lowest of the compared OMol25 structures with the same formula, charge and spin is 34.49 kcal per mole.

Need the Löwdin charges? In units of e they are:
1 C -0.391
2 C -0.227
3 C -0.308
4 C -0.047
5 C -0.070
6 C -0.051
7 C -0.024
8 C -0.334
9 N -0.084
10 N 0.180
11 N -0.276
12 N 0.039
13 O -0.163
14 P 0.898
15 H 0.114
16 H 0.145
17 H 0.177
18 H 0.061
19 H 0.121
20 H 0.082
21 H 0.032
22 H 0.116
23 H 0.090
24 H 0.048
25 H 0.143
26 H 0.079
27 H 0.071
28 H 0.098
29 H 0.121
30 H 0.152
31 H 0.087
32 H 0.121

=====

# 2
Molecular formula: C8H18NOS
Method: DFT, ωB97M-V with the def2-TZVPD basis set

Positions of all 29 atoms, in Å:
C  2.0870  -0.9514  0.5608
C  -0.0610  -1.6954  -1.6476
C  1.2958  -1.6179  -2.3005
C  0.7032  -0.3982  -1.7109
C  0.0322  0.7281  -2.5397
C  0.0313  0.8774  2.3663
C  -1.4662  -0.6363  1.2924
C  -1.5743  1.7228  0.7373
N  -0.6623  0.5703  1.1457
O  0.9545  1.8867  2.2228
S  1.2737  0.2850  -0.1413
H  2.6585  -0.6319  1.5003
H  2.0315  -2.0724  0.2719
H  -0.9538  -1.8192  -2.1147
H  -0.1962  -2.3350  -0.8144
H  2.2169  -1.9506  -1.8042
H  1.2656  -1.4862  -3.4681
H  0.7942  0.9772  -3.1875
H  -0.1470  1.6053  -2.0304
H  -0.8466  0.1756  -3.0937
H  0.3880  -0.0905  2.7884
H  0.9895  2.4607  2.9600
H  -0.6076  1.2090  3.1154
H  -0.7221  -1.3378  1.7254
H  -2.3332  -0.3893  1.8326
H  -1.9406  -1.0800  0.4733
H  -1.8791  1.5080  -0.1918
H  -2.4689  1.8526  1.2948
H  -0.8631  2.6334  0.7574

Its spin multiplicity is 1. Its total charge is +1. The HOMO energy (alpha / beta) comes out at -12.83 / -12.83 eV. The gap between HOMO and LUMO (alpha / beta) comes out at 8.44 / 8.44 eV. The value obtained for the LUMO energy (alpha / beta) is -4.39 / -4.39 eV. Its energy above the lowest of the compared OMol25 structures with the same formula, charge and spin is 109.21 kcal per mole.

Need the Löwdin charges? In units of e they are:
1 C -0.259
2 C -0.127
3 C -0.077
4 C -0.656
5 C -0.032
6 C -0.350
7 C -0.054
8 C -0.005
9 N -0.339
10 O -0.023
11 S 1.189
12 H 0.071
13 H 0.090
14 H 0.079
15 H 0.093
16 H 0.104
17 H 0.169
18 H 0.055
19 H 0.038
20 H 0.148
21 H 0.133
22 H 0.098
23 H 0.124
24 H 0.108
25 H 0.089
26 H 0.075
27 H 0.034
28 H 0.089
29 H 0.134

=====

# 3
Molecular formula: C8H18O2
Method: DFT, ωB97M-V with the def2-TZVPD basis set

Positions of all 28 atoms, in Å:
C  0.6804  -1.0417  -2.5506
C  -0.6250  -0.2564  -2.4329
C  -1.1777  0.0272  -0.9959
C  -0.4656  -0.6847  0.1326
C  -0.4448  -2.0030  0.3023
C  2.3413  1.3967  1.8436
C  1.5384  0.5682  0.8857
C  0.2870  0.1815  1.1056
H  0.4963  -2.0877  -2.3096
H  1.4836  -0.6443  -1.9245
H  1.1523  -0.9820  -3.5312
H  -1.3459  -0.7716  -3.0614
H  -0.3902  0.7470  -2.7805
H  -2.2098  -0.3239  -0.9534
H  -1.1788  1.0875  -0.7868
H  -0.0070  -2.4968  1.1591
H  -0.7415  -2.6080  -0.5474
H  1.7504  2.2029  2.2793
H  3.2424  1.7879  1.3748
H  2.6862  0.7815  2.6758
H  2.0282  0.2628  -0.0299
H  -0.3005  0.6682  1.8822
H  -0.3469  3.1084  0.1310
H  -0.3922  2.3396  1.4667
O  -0.6404  3.1758  1.0481
H  -2.1191  -2.1406  1.6763
H  -2.4683  -0.7028  1.9016
O  -2.8326  -1.5914  2.0395

Its spin multiplicity is 1. Its total charge is 0. The HOMO energy comes out at -9.76 eV. The structure (SMILES) is C=C(/C=C/C)CCC.O.O. The gap between HOMO and LUMO comes out at 10.39 eV. The value obtained for the LUMO energy is 0.64 eV. Its energy above the lowest of the compared OMol25 structures with the same formula, charge and spin is 60.90 kcal per mole.

Need the Löwdin charges? In units of e they are:
1 C -0.115
2 C -0.212
3 C -0.135
4 C -0.334
5 C 0.026
6 C -0.086
7 C -0.138
8 C -0.103
9 H 0.062
10 H 0.057
11 H 0.071
12 H 0.102
13 H 0.097
14 H 0.117
15 H 0.089
16 H 0.083
17 H 0.079
18 H 0.071
19 H 0.073
20 H 0.079
21 H 0.096
22 H 0.109
23 H 0.037
24 H -0.020
25 O -0.059
26 H -0.003
27 H 0.024
28 O -0.068

=====

# 4
Molecular formula: C8H18O2Si
Method: DFT, ωB97M-V with the def2-TZVPD basis set

Positions of all 29 atoms, in Å:
O  -1.4108  -0.4487  0.0011
O  0.5194  1.2181  0.3400
C  -0.1639  -2.1009  -1.1921
C  -0.0298  -1.9395  1.2445
C  2.3056  -0.4142  0.7188
C  1.4983  0.1647  -1.5880
C  -0.1440  -1.1416  -0.0579
C  1.0457  -0.0573  -0.1307
C  -1.7703  2.2328  -1.1837
C  -1.7272  1.8704  1.9317
Si  -1.1306  1.1933  0.2459
H  -0.4706  -1.6372  -2.1486
H  0.7884  -2.5759  -1.3444
H  -0.8851  -2.8898  -0.9869
H  -0.8610  -2.6060  1.3774
H  -0.0046  -1.2381  2.0825
H  0.8680  -2.5480  1.2768
H  2.0056  -0.6831  1.7381
H  2.8618  -1.2261  0.2484
H  3.0149  0.4208  0.7721
H  0.6846  0.3595  -2.2788
H  2.0929  -0.6646  -2.0116
H  2.1650  1.0264  -1.6114
H  -1.6231  3.2201  -0.7513
H  -2.8441  2.1140  -1.3965
H  -1.2039  2.2214  -2.1141
H  -1.5875  2.9520  1.9138
H  -2.7938  1.6577  2.0827
H  -1.1999  1.5198  2.8223

Its spin multiplicity is 1. Its total charge is 0. The HOMO energy comes out at -9.86 eV. The structure (SMILES) is CC1(C)O[Si](C)(C)OC1(C)C. The gap between HOMO and LUMO comes out at 10.64 eV. The value obtained for the LUMO energy is 0.78 eV. Its energy above the lowest of the compared OMol25 structures with the same formula, charge and spin is 1.53 kcal per mole.

Need the Löwdin charges? In units of e they are:
1 O -0.120
2 O -0.129
3 C -0.036
4 C -0.033
5 C -0.017
6 C -0.039
7 C -0.529
8 C -0.470
9 C -0.128
10 C -0.132
11 Si 0.408
12 H 0.100
13 H 0.087
14 H 0.093
15 H 0.083
16 H 0.091
17 H 0.086
18 H 0.073
19 H 0.087
20 H 0.091
21 H 0.076
22 H 0.091
23 H 0.089
24 H 0.022
25 H 0.041
26 H 0.030
27 H 0.023
28 H 0.030
29 H 0.031

=====

# 5
Molecular formula: C8H18O3SSi
Method: DFT, ωB97M-V with the def2-TZVPD basis set

Positions of all 31 atoms, in Å:
C  2.5956  1.1009  0.2412
C  1.5173  1.8565  -0.4722
C  3.0581  -0.1219  -0.7104
C  -0.8606  0.2185  -0.7221
C  4.0381  -0.9726  0.1008
C  -3.5025  0.8814  0.6869
C  -1.9170  -1.4950  1.4879
C  -2.9014  -1.7822  -1.4894
O  -0.0131  1.2377  1.4719
O  -0.9943  2.7800  -0.2382
O  1.9425  -0.7837  -1.0888
Si  -2.4087  -0.4730  -0.0880
S  -0.1817  1.6238  0.1073
H  3.4382  1.7993  0.4196
H  2.2635  0.5872  1.0714
H  1.3870  3.0257  -0.3415
H  1.5305  1.6016  -1.5085
H  3.6230  0.2008  -1.6688
H  -0.0239  -0.1780  -1.1845
H  3.5383  -1.3688  1.0193
H  4.9485  -0.3619  0.4184
H  4.4916  -1.8555  -0.5465
H  -2.7702  1.2692  1.4215
H  -3.7478  1.7497  0.1590
H  -4.2180  0.3223  1.2681
H  -2.8308  -1.6628  2.0983
H  -1.3279  -2.3452  1.2587
H  -1.4062  -0.7597  2.2340
H  -2.9478  -1.3711  -2.6050
H  -2.3404  -2.7081  -1.5383
H  -3.9798  -2.0150  -1.2619

Its spin multiplicity is 1. Its total charge is 0. The HOMO energy (alpha / beta) comes out at -9.99 / -8.93 eV. The gap between HOMO and LUMO (alpha / beta) comes out at 9.01 / 6.66 eV. The value obtained for the LUMO energy (alpha / beta) is -0.98 / -2.27 eV. Its energy above the lowest of the compared OMol25 structures with the same formula, charge and spin is 144.89 kcal per mole.

Need the Löwdin charges? In units of e they are:
1 C -0.137
2 C -0.248
3 C -0.487
4 C -0.165
5 C -0.083
6 C -0.155
7 C -0.176
8 C -0.199
9 O -0.321
10 O -0.323
11 O 0.042
12 Si 0.522
13 S 0.572
14 H 0.138
15 H 0.075
16 H 0.145
17 H 0.088
18 H 0.186
19 H -0.011
20 H 0.088
21 H 0.093
22 H 0.114
23 H 0.034
24 H 0.009
25 H 0.025
26 H 0.029
27 H 0.003
28 H 0.057
29 H 0.062
30 H 0.005
31 H 0.017

=====

# 6
Molecular formula: C8H19BBr4O2P
Method: DFT, ωB97M-V with the def2-TZVPD basis set

Positions of all 35 atoms, in Å:
C  0.5932  -2.1661  -6.7638
B  0.9931  -2.5051  -5.1780
O  2.2909  -3.2135  -4.9879
P  -0.2093  -2.0166  -3.7585
C  -0.0683  -0.2003  -3.1976
C  1.0195  -0.1607  -1.7801
C  1.2186  1.4097  -1.0914
O  2.3551  0.6081  -1.9798
H  0.3868  -1.0277  -6.9446
H  -0.3947  -2.7898  -7.0066
H  1.4155  -2.6163  -7.5004
H  2.0146  -4.1975  -4.9558
H  -0.0391  -2.9852  -2.7037
H  -1.5610  -2.1782  -4.3112
H  0.4686  0.4813  -3.9920
H  -1.0963  0.2121  -2.8172
H  0.9708  -1.1435  -0.9993
H  0.9598  0.8906  -0.0449
H  2.1669  1.8939  -0.6557
Br  -0.3018  0.1592  2.0185
C  -0.3500  2.0435  2.5197
C  -1.7095  2.6465  2.2547
Br  -1.9745  2.9869  0.3526
H  0.4578  2.5391  1.9745
H  -0.1229  2.0595  3.5895
H  -1.7973  3.6255  2.7337
H  -2.5372  2.0116  2.5833
Br  -2.5919  1.5539  6.4967
C  -1.1626  0.3131  6.0262
C  -0.0921  0.2806  7.0916
Br  1.0437  1.8637  7.0027
H  -0.7881  0.6157  5.0445
H  -1.6495  -0.6624  5.9389
H  0.5842  -0.5638  6.9333
H  -0.4930  0.2326  8.1080

Its spin multiplicity is 1. Its total charge is +1. The HOMO energy comes out at -11.68 eV. The gap between HOMO and LUMO comes out at 6.70 eV. The value obtained for the LUMO energy is -4.98 eV. Its energy above the lowest of the compared OMol25 structures with the same formula, charge and spin is 112.04 kcal per mole.

Need the Löwdin charges? In units of e they are:
1 C -0.080
2 B -0.486
3 O -0.011
4 P 1.061
5 C -0.251
6 C -0.170
7 C -0.082
8 O -0.197
9 H 0.087
10 H 0.098
11 H 0.107
12 H 0.144
13 H 0.039
14 H 0.056
15 H 0.128
16 H 0.113
17 H 0.178
18 H -0.034
19 H 0.158
20 Br 0.646
21 C -0.655
22 C -0.679
23 Br 0.610
24 H 0.058
25 H 0.038
26 H 0.069
27 H 0.056
28 Br 0.607
29 C -0.703
30 C -0.687
31 Br 0.603
32 H -0.005
33 H 0.063
34 H 0.060
35 H 0.057

=====

# 7
Molecular formula: C8H19BF2GeMoN2O2S2
Method: DFT, ωB97M-V with the def2-TZVPD basis set

Positions of all 38 atoms, in Å:
Mo  0.8775  0.3465  -0.4691
C  -0.8308  -3.2922  -5.0897
O  -0.2499  -2.5028  -3.9780
C  -1.0496  -2.0815  -3.0910
S  -2.5560  -2.0626  -2.6776
S  0.2546  -1.1622  -1.7730
H  0.0183  -3.5412  -5.7131
H  -1.5504  -2.6661  -5.6095
H  -1.2989  -4.1766  -4.6668
F  2.1773  -2.8518  0.5875
B  2.4961  -1.7172  1.1782
F  3.6445  -1.5906  1.7980
C  -1.3070  3.6597  0.0039
N  -0.1263  4.2259  -0.6496
C  0.9542  3.5335  -0.9416
N  2.0093  4.0773  -1.5280
O  1.0050  2.2732  -0.6332
H  -2.0322  4.4575  0.1289
H  -1.0512  3.2656  0.9857
H  -1.7536  2.8802  -0.6111
H  -0.1390  5.2079  -0.8804
H  2.0349  5.0523  -1.7820
H  2.8253  3.5199  -1.7214
C  0.6655  -1.6677  3.9160
Ge  -0.2136  -1.0178  2.3164
C  -1.2258  -2.3718  1.3700
C  -1.1512  0.6716  2.5556
C  1.4951  -0.5062  1.1521
H  -0.0949  -1.8845  4.6674
H  1.3524  -0.9264  4.3215
H  1.2110  -2.5897  3.7132
H  -1.8998  -2.8487  2.0829
H  -0.5636  -3.1359  0.9639
H  -1.8170  -1.9345  0.5669
H  -1.9608  0.5331  3.2736
H  -1.5955  1.0065  1.6167
H  -0.4864  1.4411  2.9495
H  1.9325  0.3762  1.6673

Its spin multiplicity is 1. Its total charge is +2. The HOMO energy (alpha / beta) comes out at -15.28 / -15.13 eV. The gap between HOMO and LUMO (alpha / beta) comes out at 7.16 / 7.01 eV. The value obtained for the LUMO energy (alpha / beta) is -8.12 / -8.12 eV. Its energy above the lowest of the compared OMol25 structures with the same formula, charge and spin is 10.75 kcal per mole.

Need the Löwdin charges? In units of e they are:
1 Mo 1.157
2 C 0.047
3 O -0.152
4 C -1.087
5 S 0.919
6 S 0.577
7 H 0.112
8 H 0.108
9 H 0.110
10 F 0.233
11 B -0.826
12 F 0.274
13 C -0.017
14 N 0.077
15 C -0.498
16 N 0.244
17 O -0.243
18 H 0.108
19 H 0.079
20 H 0.094
21 H 0.171
22 H 0.147
23 H 0.144
24 C -0.175
25 Ge 0.838
26 C -0.205
27 C -0.219
28 C -0.386
29 H 0.046
30 H 0.047
31 H 0.046
32 H 0.043
33 H 0.033
34 H -0.002
35 H 0.042
36 H 0.000
37 H 0.033
38 H 0.080

=====

# 8
Molecular formula: C8H19Cl2N
Method: DFT, ωB97M-V with the def2-TZVPD basis set

Positions of all 30 atoms, in Å:
Cl  15.2720  11.9450  38.1820
C  15.9430  11.5260  36.6240
C  17.1060  12.3740  36.2560
Cl  16.7910  14.0800  35.9350
H  15.1540  11.7330  35.8520
H  16.2820  10.6480  36.7220
H  17.4650  12.0890  35.3100
H  17.9020  12.3370  37.0830
C  19.8680  8.7240  35.6040
C  20.6340  9.9040  34.8860
N  20.6360  11.1040  35.7630
C  21.1370  11.1420  37.0520
C  22.1980  10.3250  37.4150
C  21.3230  12.1290  35.0560
C  20.7910  13.5410  35.3380
H  18.8920  8.8550  35.9100
H  20.2050  8.2790  36.6140
H  19.7130  7.9720  34.7870
H  20.1510  10.4700  33.9690
H  21.4580  9.6260  34.7620
H  20.4120  10.7090  37.5190
H  21.1970  12.1580  37.4840
H  22.5830  9.5550  36.8280
H  22.2730  9.8640  38.4370
H  23.1950  11.0010  37.6740
H  21.1690  11.9780  33.9080
H  22.3950  12.2430  35.0140
H  21.1680  14.2320  34.5810
H  21.0560  13.7630  36.3870
H  19.6240  13.5330  35.2550

Its spin multiplicity is 1. Its total charge is 0. The HOMO energy comes out at -8.56 eV. The structure (SMILES) is CCN(CC)CC.ClCCCl. The gap between HOMO and LUMO comes out at 9.27 eV. The value obtained for the LUMO energy is 0.72 eV. Its energy above the lowest of the compared OMol25 structures with the same formula, charge and spin is 25.46 kcal per mole.

Need the Löwdin charges? In units of e they are:
1 Cl 0.584
2 C -0.669
3 C -0.704
4 Cl 0.559
5 H 0.103
6 H -0.017
7 H 0.038
8 H 0.101
9 C -0.052
10 C -0.152
11 N -0.174
12 C -0.363
13 C -0.114
14 C -0.322
15 C -0.082
16 H 0.012
17 H 0.105
18 H 0.081
19 H 0.161
20 H -0.020
21 H 0.059
22 H 0.140
23 H 0.053
24 H 0.094
25 H 0.132
26 H 0.128
27 H 0.111
28 H 0.069
29 H 0.061
30 H 0.075

=====

no.,total energy (eV)
1,-25875.0764
2,-22949.3551
3,-12681.0551
4,-20563.6374
5,-33438.2042
6,-302819.1424
7,-101818.7053
8,-35133.7144